1.
Formula: C62H116N8O22S10
Source: OMol25
Level of theory: wB97M-V/def2-TZVPD

Last column: Mulliken charge in e.
Atoms and positions in Å:
S1 2.326412 -5.986933 -0.452864  1.128
S2 5.039892 -0.557743 -0.886864  1.086
S3 -4.066028 7.323677 -4.195004  1.107
S4 -0.713848 0.036167 1.129536  0.324
S5 1.167082 -2.233383 -4.968934  0.936
S6 0.133762 3.399567 -3.949524  1.159
S7 1.109952 0.978207 8.030676  1.056
S8 -0.943448 6.093447 1.344236  1.071
S9 -4.711028 -1.870953 -5.193364  1.228
S10 5.252982 3.868367 -0.598614  0.976
O1 2.257912 0.262787 8.568686  -0.683
O2 -7.908448 1.065567 -0.732474  -0.653
O3 4.840512 0.571737 -1.804824  -0.717
O4 0.417422 4.612367 -4.730314  -0.786
O5 2.531282 -5.871003 1.028046  -0.739
O6 1.213742 -5.278303 -1.088974  -0.541
O7 -4.498918 -3.284613 -5.549874  -0.786
O8 1.422882 -1.473013 -3.720944  -0.269
O9 -0.242248 0.821957 8.576866  -0.673
O10 -1.056618 1.355317 0.641196  -0.206
O11 -4.526138 8.546747 -3.496894  -0.676
O12 -0.390188 7.302567 1.855676  -0.744
O13 -0.405098 5.462867 0.146066  -0.436
O14 -5.979418 -1.289383 -4.951924  -0.606
O15 4.679782 -0.441643 0.498676  -0.377
O16 -4.227958 7.201467 -5.624354  -0.659
O17 5.414072 3.904897 -2.048524  -0.708
O18 -0.548318 -0.200453 2.580746  -0.192
O19 3.885362 3.853867 0.037966  -0.403
O20 -1.260988 2.931047 -3.982764  -0.460
O21 -0.082568 -2.235333 -5.768674  -0.767
O22 0.240152 -2.884933 5.255846  -0.423
N1 4.710882 -3.497053 2.597606  -0.568
N2 -5.802008 -2.895083 -1.334954  -0.300
N3 2.522452 4.479827 3.800976  -0.682
N4 -1.419878 -7.576193 -0.108414  -0.455
N5 -1.681818 3.652067 5.858076  -0.538
N6 -3.879348 -1.709533 4.422916  -0.424
N7 -6.503258 -0.257763 3.015296  -0.527
N8 7.623372 0.720437 2.656306  -0.492
C1 7.658422 4.728967 0.049826  -0.766
C2 6.442022 2.619637 0.195346  0.000
C3 -3.796568 -0.700903 -6.222694  -0.865
C4 2.733822 -2.096143 -5.950354  -0.318
C5 -6.853858 1.366877 -1.322764  0.496
C6 -6.362018 0.731207 3.725586  0.522
C7 -2.797078 6.277457 1.301926  -0.728
C8 -2.391778 4.043807 2.493186  0.580
C9 1.710342 1.843977 5.509246  0.724
C10 6.775312 0.127337 3.148636  0.411
C11 -3.489738 5.082977 2.065946  -0.355
C12 -3.352388 0.422147 -5.171724  -0.496
C13 1.426422 2.058917 -2.175484  0.421
C14 1.859602 2.531187 2.141076  0.130
C15 3.052492 -3.544003 -6.399124  -1.063
C16 1.369912 2.719587 7.919276  -0.678
C17 6.963812 -2.459663 -1.280514  -0.912
C18 3.261372 -7.932363 -2.194484  -0.527
C19 -3.149188 -5.702493 0.310336  -0.035
C20 -2.934538 1.320377 5.832686  -0.134
C21 -2.103588 -1.109943 0.520626  -0.212
C22 -7.816948 -3.407673 -2.812254  -0.848
C23 -0.629008 -3.726843 5.218816  0.593
C24 -5.823448 2.249927 -0.639874  -0.424
C25 -2.392528 6.884067 -3.722794  -0.862
C26 -2.578828 6.167987 -2.332634  -0.101
C27 -2.696988 -0.402633 -3.976544  1.060
C28 1.455882 -4.096383 -4.547424  -0.959
C29 -3.677748 -1.608313 -3.769754  -0.493
C30 5.703002 -0.629953 3.867846  -0.357
C31 7.700132 3.342817 0.635826  -0.600
C32 0.743722 3.426397 -2.204814  -0.826
C33 -2.180088 -6.749863 0.075986  0.202
C34 5.777912 -2.772863 -2.148514  -0.656
C35 -1.435188 -2.068103 -0.510064  -0.248
C36 -4.858578 5.826917 -3.338664  -0.963
C37 -1.337168 -4.191733 3.940366  -0.146
C38 -6.550018 0.816137 -2.668204  0.080
C39 -0.109988 -1.601673 -1.104784  1.098
C40 -1.138328 -4.396323 6.539196  -1.544
C41 2.798262 -4.426783 -5.197694  0.069
C42 6.181192 5.154307 0.130416  -0.769
C43 3.607162 -3.793083 2.831376  0.219
C44 -1.099968 4.828257 2.707466  -0.005
C45 2.181082 3.619557 3.085196  -0.048
C46 4.449212 -2.190673 -1.660874  0.631
C47 4.438762 -6.954153 -1.871824  -0.856
C48 -5.109328 -3.158713 2.552046  -0.446
C49 1.064602 0.588077 6.180246  -0.112
C50 0.597322 -0.753623 0.096836  -0.981
C51 -4.418688 -2.290703 3.594336  0.343
C52 2.235582 -4.191723 3.186636  -0.370
C53 6.839332 -1.036483 -0.871264  -0.950
C54 -2.216258 2.640147 5.822126  0.463
C55 1.241202 2.062607 -4.552574  -0.997
C56 2.177912 2.853747 6.647556  -0.718
C57 -3.819788 5.290497 -2.308314  0.475
C58 -6.487178 1.858737 4.686706  -0.660
C59 3.842512 -5.640343 -1.395104  0.145
C60 -6.719618 -3.187643 -1.952434  0.448
C61 2.325872 1.840067 -3.422564  -0.237
C62 2.302842 -7.766023 -0.978104  -0.857
H1 0.466162 -2.494263 -1.348574  0.158
H2 -5.508728 -4.071193 2.994716  0.428
H3 6.027072 6.131137 -0.328014  0.550
H4 -4.388968 -1.468843 -2.955624  -0.260
H5 4.119662 -3.685233 -6.570254  0.406
H6 6.155182 -1.565323 4.197556  0.348
H7 -6.037878 2.427927 0.413906  0.306
H8 -2.300778 -3.688683 4.020946  -0.107
H9 -6.261838 -0.229563 -2.560614  -0.268
H10 -4.281718 -3.348683 1.868626  -0.183
H11 -7.379848 0.953967 -3.361384  0.454
H12 -4.848558 1.779417 -0.767574  0.100
H13 1.678992 2.310677 -5.519474  0.552
H14 8.536132 2.744897 0.272946  0.321
H15 -2.479718 -1.617033 1.409156  -0.316
H16 2.847552 -7.493473 -3.102354  0.201
H17 2.001422 3.920457 6.509416  0.343
H18 1.730522 3.188047 8.835026  0.499
H19 0.546522 1.227407 -4.641774  0.077
H20 1.325072 -8.203153 -1.180534  0.432
H21 -5.535178 2.382317 4.599266  0.079
H22 0.890672 2.231097 2.540126  0.221
H23 4.871832 -0.739343 3.171216  -0.190
H24 0.634362 1.314537 -2.094094  -0.511
H25 -4.969028 5.050487 -4.095664  0.362
H26 1.248972 -0.437073 5.859046  0.546
H27 7.957502 -2.711013 -1.651324  0.394
H28 1.909132 2.010737 -1.199394  0.459
H29 -4.446998 -0.326863 -7.013354  0.523
H30 0.341802 3.045547 7.761666  0.264
H31 5.628282 -3.826763 -2.383054  0.348
H32 -1.642348 -5.237363 3.980596  0.494
H33 -2.638198 1.179527 -5.494844  0.321
H34 0.795432 -4.640783 -5.222344  0.491
H35 4.372652 -4.943643 -0.745744  0.255
H36 6.593152 1.932767 -0.637404  -0.111
H37 3.153362 2.536327 -3.286244  0.526
H38 -2.039328 -2.314653 -1.383184  0.137
H39 8.164872 5.508087 0.619536  0.393
H40 5.885392 -2.271853 -3.110564  0.539
H41 -0.145968 4.301747 2.735236  -0.761
H42 0.820962 2.279307 5.053636  -0.591
H43 -4.196258 1.018297 -4.824494  0.115
H44 2.831412 -5.483813 -5.461694  0.552
H45 -0.199578 -0.844003 -1.883254  -0.814
H46 -3.190528 -2.579223 -3.679954  0.493
H47 2.186342 -3.661733 4.137836  0.307
H48 -8.528048 -2.603443 -2.623434  0.272
H49 -7.285658 2.532107 4.375116  0.337
H50 -6.601668 1.449107 5.690296  0.323
H51 0.017692 0.692117 5.895166  -0.577
H52 4.893382 -7.337343 -0.958274  0.439
H53 -1.117028 -5.485933 6.519326  0.416
H54 3.548572 -8.960893 -2.412994  0.404
H55 1.517342 4.193707 -2.175724  0.477
H56 -3.495958 4.263307 -2.475974  0.056
H57 2.046502 -5.245243 3.392656  0.430
H58 2.686592 0.815257 -3.334574  -0.152
H59 -4.332258 5.233007 -1.348014  -0.137
H60 1.103392 -1.454253 0.760996  0.608
H61 -4.094348 -6.156833 0.607596  0.429
H62 2.801052 -8.257433 -0.142394  0.403
H63 -1.146748 -3.047123 -0.127404  0.034
H64 -3.729998 1.263857 5.089626  -0.202
H65 1.364492 -0.093703 -0.308204  0.149
H66 -4.057238 4.493107 1.346156  -0.135
H67 5.863432 2.272117 1.051246  0.103
H68 -5.722088 3.226317 -1.113664  0.055
H69 6.741942 -3.058603 -0.397264  0.322
H70 -2.198188 -4.210703 6.713416  0.372
H71 2.592732 1.751847 1.933126  0.530
H72 -0.510908 -4.027603 7.350676  0.381
H73 -3.216138 6.630687 0.359746  0.215
H74 -2.950188 -1.205263 -6.688904  0.310
H75 5.920662 5.083467 1.186446  0.291
H76 3.244652 2.682097 6.791376  0.279
H77 1.564612 -3.876253 2.387656  0.031
H78 -2.973218 -0.508323 0.256276  0.490
H79 2.782202 -1.215693 -6.591104  0.510
H80 -3.289848 -5.128273 -0.605394  0.137
H81 7.271302 -0.793513 0.099556  0.438
H82 1.187042 -4.433393 -3.546294  0.295
H83 8.218252 4.689177 -0.884584  0.298
H84 -2.755738 6.977607 -1.624594  0.266
H85 -7.373648 -3.235993 -3.793134  0.209
H86 -5.752518 1.374147 -3.158824  -0.199
H87 -2.244168 3.337567 1.676146  -0.205
H88 -2.709118 3.313977 3.238006  -0.031
H89 3.900312 -2.745873 -0.900244  0.151
H90 -8.257878 -4.401793 -2.738714  0.350
H91 -1.710818 -0.823103 -4.173484  -0.768
H92 3.421002 -5.120243 -2.255284  -0.326
H93 2.521042 -3.973093 -7.248564  0.354
H94 3.502512 -1.930663 -5.195494  0.017
H95 -1.765138 7.773127 -3.659054  0.578
H96 -1.017928 -3.794623 2.976786  -0.036
H97 7.789212 3.341827 1.722176  0.306
H98 5.397492 -0.092823 4.765756  0.345
H99 -4.152918 5.454007 2.847376  0.361
H100 -1.705588 5.607627 -1.998614  -0.099
H101 -1.168618 5.350937 3.661506  0.547
H102 -5.856368 5.904057 -2.906744  0.498
H103 3.556392 -4.284323 -4.427604  -0.217
H104 5.054552 -6.748953 -2.747494  0.323
H105 -0.108738 3.720987 -1.592754  0.156
H106 7.318802 -0.367513 -1.585894  0.382
H107 -2.222498 0.600057 5.429916  -0.143
H108 -1.964408 6.166727 -4.422954  0.257
H109 -2.652428 -5.109063 1.077916  -0.234
H110 3.715302 -1.916713 -2.418784  -0.669
H111 -2.627038 0.170247 -3.051884  0.133
H112 2.544532 1.592877 4.854136  0.267
H113 -3.211498 1.007177 6.839326  0.551
H114 -3.018368 7.196727 1.844216  0.427
H115 -5.937748 -2.593693 2.124766  0.337
H116 1.613802 2.847637 1.127396  0.040

Atoms 1-2, force components in eV/Å:
-0.5 -1.1 1.1
1.4 -0.3 -0.9

frontier orbital gap: 9.17 eV
lowest unoccupied orbital energy: -0.36 eV
charge: 0

2.
Formula: C7H15Br5O3S
Source: OMol25
Level of theory: wB97M-V/def2-TZVPD

Last column: natural (NBO) charge in e.
Atoms and positions in Å:
Br1 0.344889 -2.757549 2.210794  -0.007
Br2 2.614758 -1.194625 -3.952770  -0.021
Br3 -0.040481 -0.469379 -0.585424  -0.023
Br4 -1.006376 -1.231614 -4.518427  -0.013
Br5 -0.019585 3.775082 1.915654  -0.015
S1 -3.471953 1.352924 2.491656  1.750
O1 -3.260908 0.288169 3.439163  -0.919
O2 -2.230049 2.385203 2.581228  -0.741
O3 -3.091273 0.711870 1.030170  -0.903
C1 -0.181187 1.192918 3.181338  -0.471
C2 1.522881 0.047793 -4.976719  -0.442
C3 0.182237 0.291730 -4.334387  -0.457
C4 1.268071 0.905804 2.774547  -0.622
C5 1.143266 -2.003543 -0.432653  -0.446
C6 0.495424 -3.140091 0.314369  -0.451
C7 -0.904536 2.054402 2.173857  0.084
H1 -0.746545 0.258049 3.237069  0.243
H2 1.478674 -0.154013 2.910623  0.221
H3 1.427144 1.126925 1.716696  0.213
H4 1.097645 -4.041217 0.226628  0.232
H5 -0.511782 -3.333595 -0.041969  0.233
H6 -0.251982 1.675437 4.158470  0.221
H7 1.429339 -0.377649 -5.971040  0.231
H8 -0.930056 1.602284 1.183976  0.212
H9 2.090709 0.974076 -5.023278  0.231
H10 1.983244 1.488273 3.354299  0.217
H11 0.275417 0.477711 -3.268948  0.241
H12 -3.806722 0.912217 0.410610  0.501
H13 2.041050 -1.647449 0.063865  0.231
H14 1.377176 -2.298561 -1.453367  0.241
H15 -0.318486 1.128418 -4.816027  0.230

Atoms 1-2, force components in eV/Å:
-0.1 -0.1 0.0
0.0 0.0 0.0

frontier orbital gap: 10.37 eV
lowest unoccupied orbital energy: 0.24 eV
charge: 0

3.
Formula: C19H34FINO10
Source: OMol25
Level of theory: wB97M-V/def2-TZVPD

Last column: natural (NBO) charge in e.
Atoms and positions in Å:
I1 0.131122 -6.271632 -8.124552  -0.048
F1 -2.594057 -6.509787 -6.103685  -0.323
O1 0.706661 1.421851 3.230290  -0.502
O2 3.064181 -4.314540 -6.020560  -0.524
O3 -2.389327 -5.509579 -4.173747  -0.593
O4 -1.850324 -3.288311 -8.023389  -0.659
O5 -0.858324 -2.455656 -1.683710  -0.489
O6 0.219783 1.980958 5.290278  -0.604
O7 2.463631 -3.866751 -3.959097  -0.500
O8 0.322824 -0.896656 -0.703308  -0.605
O9 -0.980996 7.403361 5.228762  -0.505
O10 0.459958 6.231909 4.072180  -0.584
N1 -2.538723 -4.195800 -6.071628  -0.763
C1 -2.469437 -5.407457 -5.373475  1.001
C2 -0.064844 6.423974 5.133188  0.807
C3 4.836881 -4.363179 -4.446109  -0.742
C4 -1.746486 -1.387149 0.345201  -0.745
C5 3.392093 -4.207702 -4.882617  0.786
C6 -1.078926 8.445974 7.431851  -0.637
C7 0.459885 1.486814 1.817407  -0.078
C8 -0.671839 -1.573190 -0.704015  0.805
C9 1.263899 2.586085 1.158336  -0.638
C10 -1.786513 7.604448 6.390450  -0.069
C11 -1.922244 -3.423044 -1.667133  -0.081
C12 -3.212499 -2.848459 -2.204092  -0.638
C13 0.328424 5.641020 6.363441  -0.753
C14 2.716822 -3.878056 -2.560544  -0.066
C15 -1.513340 -3.999481 -7.091983  0.575
C16 -0.780838 3.341936 3.632580  -0.765
C17 -0.185403 -4.531722 -6.882538  -0.734
C18 0.061478 2.188759 4.115896  0.804
C19 3.364289 -2.592295 -2.090160  -0.637
H1 0.769205 0.522510 1.422011  0.224
H2 1.105526 2.572399 0.080441  0.228
H3 -1.595211 -4.230133 -2.316566  0.242
H4 -0.448544 5.579192 7.121445  0.217
H5 0.994169 3.572890 1.537342  0.208
H6 -0.167271 4.244863 3.655035  0.275
H7 1.737580 -3.984260 -2.096339  0.201
H8 -2.032864 -3.844886 -0.665853  0.160
H9 -2.128615 6.650047 6.792339  0.177
H10 4.343768 -2.443688 -2.548481  0.196
H11 -1.613594 3.463265 4.323088  0.231
H12 -2.357806 -2.268766 0.517309  0.222
H13 3.297406 -4.760457 -2.278769  0.161
H14 2.325828 2.440692 1.354756  0.217
H15 3.486288 -2.599399 -1.006094  0.208
H16 -3.432641 -4.102478 -6.530727  0.397
H17 -2.387874 -0.560858 0.042252  0.240
H18 -1.739078 8.637735 8.277951  0.217
H19 -0.608644 1.577814 1.617269  0.169
H20 0.568159 4.622835 6.061861  0.268
H21 -3.981437 -3.619320 -2.235769  0.223
H22 4.964213 -4.660962 -3.406702  0.208
H23 5.292841 -5.130809 -5.065594  0.239
H24 -3.056977 -2.474444 -3.215537  0.241
H25 -1.263901 -1.133853 1.286508  0.236
H26 -1.200691 3.213093 2.638042  0.221
H27 -0.124277 -4.927134 -5.870227  0.150
H28 1.216651 6.099516 6.795875  0.244
H29 -0.780791 9.401640 7.001350  0.219
H30 -3.575800 -2.017873 -1.594637  0.188
H31 -2.670679 8.127988 6.032263  0.197
H32 -0.177349 7.958571 7.801958  0.210
H33 5.354586 -3.419924 -4.613351  0.235
H34 2.740013 -1.742449 -2.357970  0.235

Atoms 1-2, force components in eV/Å:
0.1 0.5 0.0
-0.1 -0.2 -0.3

frontier orbital gap: 4.59 eV
lowest unoccupied orbital energy: 1.67 eV
charge: -1

The lowest charge belongs to which entry?
C19H34FINO10